# 1
This record from OMol25 describes an isolated molecule of C4H8N2 at a distorted geometry. The level of theory is ωB97M-V/def2-TZVPD.

Last column: natural (NBO) charge in e.
Geometry (Å):
H (-2.730, -0.571, 0.043)  0.328
N (-2.085, -1.361, 0.018)  -0.680
C (-0.864, -1.030, -0.024)  0.119
C (-0.135, 0.180, -0.129)  -0.210
C (-0.819, 1.513, -0.196)  -0.637
C (1.176, 0.021, 0.309)  0.109
N (2.108, -0.829, -0.221)  -0.763
H (-0.071, -1.777, 0.377)  0.123
H (-1.298, 1.757, 0.756)  0.212
H (-0.108, 2.307, -0.423)  0.217
H (-1.588, 1.519, -0.971)  0.228
H (1.654, 0.871, 0.795)  0.180
H (3.000, -0.894, 0.242)  0.385
H (1.761, -1.707, -0.577)  0.389

Results
E_HOMO	-7.8	eV
ΔE to the lowest compared entry with this formula, charge and spin	1.921	eV

=====

# 2
This record from OMol25 describes a cluster of 11 separate species, C3H28NO10S in total at a distorted geometry. The level of theory is ωB97M-V/def2-TZVPD.

Last column: natural (NBO) charge in e.
Geometry (Å):
C (2.295, 0.825, 1.450)  -0.448
N (1.553, -0.250, 0.769)  -0.681
C (2.396, -1.112, -0.095)  -0.229
C (2.694, -0.480, -1.521)  -0.513
S (1.073, -0.268, -2.462)  -0.763
H (1.582, 1.077, 2.281)  0.191
H (2.622, 1.702, 0.911)  0.176
H (3.150, 0.655, 2.117)  0.201
H (0.771, 0.141, 0.234)  0.392
H (3.295, -1.449, 0.389)  0.186
H (1.845, -2.142, -0.195)  0.176
H (3.147, -1.154, -2.265)  0.205
H (3.358, 0.355, -1.387)  0.184
H (-0.306, 3.593, 0.451)  0.485
H (-0.071, 2.124, 1.069)  0.482
O (-0.572, 3.012, 1.236)  -0.968
H (-0.208, -2.769, 1.312)  0.474
H (-1.486, -3.436, 1.070)  0.474
O (-0.708, -3.578, 1.734)  -0.949
H (-0.886, 0.352, -3.748)  0.495
H (-1.834, 1.221, -2.834)  0.476
O (-1.733, 0.903, -3.677)  -0.979
H (1.634, -4.079, -2.610)  0.467
H (0.654, -3.313, -3.465)  0.479
O (0.672, -3.972, -2.737)  -0.947
H (-2.714, 2.833, 1.131)  0.501
H (-3.166, 2.816, -0.340)  0.470
O (-3.441, 3.019, 0.545)  -0.974
H (-2.164, 0.494, 0.456)  0.470
H (-1.593, -0.754, -0.133)  0.496
O (-1.678, -0.238, 0.625)  -0.985
H (-1.616, -0.874, 2.947)  0.490
H (-0.161, -0.358, 2.596)  0.499
O (-0.783, -0.660, 3.308)  -0.961
H (-0.359, -2.087, -1.260)  0.497
H (-1.562, -2.319, -2.075)  0.485
O (-1.256, -2.164, -1.162)  -0.969
H (-0.180, 1.463, -1.599)  0.500
H (-0.430, 2.733, -2.281)  0.471
O (-0.739, 2.307, -1.498)  -1.026
H (-1.216, 1.102, 3.459)  0.502
H (-0.564, 2.657, 3.661)  0.482
O (-1.317, 2.069, 3.590)  -1.014

Results
total charge	-1
E_HOMO	-4.7	eV
ΔE to the lowest compared entry with this formula, charge and spin	0.212	eV

=====

# 3
This record from OMol25 describes a structure of composition C20H18BClF4MnN2O5S. The level of theory is ωB97M-V/def2-TZVPD.

Last column: natural (NBO) charge in e.
Geometry (Å):
Mn (-1.018, 1.155, -1.421)  1.176
O (0.930, 1.439, -1.585)  -0.571
C (1.719, 1.471, -0.642)  0.438
C (1.430, 1.213, 0.744)  -0.358
C (2.516, 1.263, 1.626)  -0.037
C (2.344, 0.984, 2.954)  -0.080
C (1.073, 0.677, 3.468)  -0.146
C (0.003, 0.615, 2.627)  -0.301
C (0.133, 0.847, 1.224)  0.533
O (-0.895, 0.685, 0.474)  -0.750
N (3.500, 0.977, 3.840)  0.534
O (4.592, 1.222, 3.359)  -0.398
O (3.312, 0.710, 5.013)  -0.390
H (2.767, 1.710, -0.871)  0.149
H (3.505, 1.508, 1.259)  0.238
H (0.967, 0.487, 4.527)  0.250
H (-0.985, 0.372, 2.995)  0.227
F (-2.868, 3.839, -2.669)  -0.538
B (-1.548, 3.497, -2.591)  1.350
F (-1.346, 2.182, -3.209)  -0.542
F (-0.679, 4.406, -3.102)  -0.527
F (-1.211, 3.201, -1.185)  -0.542
Cl (-5.841, 2.089, 1.241)  0.028
C (-5.071, 1.438, -0.162)  -0.066
C (-5.820, 0.909, -1.198)  -0.173
C (-5.146, 0.405, -2.298)  -0.236
C (-3.764, 0.447, -2.317)  0.060
N (-3.054, 0.955, -1.308)  -0.441
C (-3.691, 1.453, -0.248)  0.049
H (-6.900, 0.902, -1.143)  0.236
H (-5.686, -0.006, -3.139)  0.231
H (-3.191, 0.082, -3.158)  0.222
H (-3.080, 1.870, 0.540)  0.237
C (4.550, -2.018, 1.452)  -0.638
C (3.190, -2.025, 0.814)  0.019
C (2.051, -2.285, 1.569)  -0.207
C (0.791, -2.265, 0.990)  -0.213
C (0.674, -2.001, -0.365)  -0.219
C (1.793, -1.739, -1.144)  -0.223
C (3.042, -1.755, -0.549)  -0.210
S (-0.953, -1.893, -1.070)  1.285
C (-0.904, -3.358, -2.094)  -0.804
O (-0.893, -0.785, -2.112)  -0.979
H (4.481, -1.870, 2.529)  0.226
H (5.174, -1.224, 1.041)  0.228
H (5.062, -2.966, 1.276)  0.229
H (2.147, -2.472, 2.632)  0.223
H (-0.095, -2.421, 1.593)  0.231
H (1.678, -1.481, -2.190)  0.241
H (3.920, -1.535, -1.145)  0.220
H (-0.068, -3.274, -2.786)  0.243
H (-1.846, -3.410, -2.635)  0.244
H (-0.788, -4.227, -1.447)  0.241

Results
spin multiplicity	2
⟨S²⟩	0.908
E_HOMO (spin up / spin down)	-8.5 / -8.0	eV

=====

no.,E_tot (Eh)
1,-266.65139
2,-1336.44208
3,-3692.52628